20
Properties=species:S:1:pos:R:3 method="wB97M-V/def2-TZVPD" total_charge=0 de_lowest_kcal_mol=123.33 homo_lumo_gap_ev=8.523 mol_weight_g_mol=86.178 homo_ha=-0.272 lumo_ev=1.12 e_tot_ha=-236.81487
C -1.935 -0.736 1.280
C -0.784 -1.149 0.333
C 0.268 -0.083 0.119
C 0.424 0.489 -1.117
C 0.917 1.822 -1.451
C 2.209 0.933 -1.646
H -2.668 -1.541 1.336
H -1.442 -0.354 2.144
H -2.443 0.196 1.013
H -1.203 -1.413 -0.660
H -0.403 -2.085 0.766
H -1.846 -0.994 3.618
H 1.050 -0.110 0.877
H 0.031 0.036 -2.027
H 1.064 2.427 -0.536
H -1.783 -1.730 3.418
H 0.483 2.103 -2.391
H 2.813 0.705 -0.753
H 2.252 -0.034 -2.130
H 2.994 1.516 -2.192

30
Properties=species:S:1:pos:R:3 method="wB97M-V/def2-TZVPD" total_charge=-1 de_lowest_kcal_mol=27.32 homo_lumo_gap_ev="2.703 / 6.511" mol_weight_g_mol=175.275 spin_multiplicity=2 homo_ha="0.027 / -0.113" lumo_ev="3.45 / 3.43" e_tot_ha=-522.12884
C -2.856 -1.286 2.844
C 0.468 -0.518 1.272
C -0.871 -1.050 1.150
C -1.471 -0.921 2.490
C -0.582 -0.245 3.359
C 0.903 -1.067 -1.034
C 1.324 -0.461 0.124
C -0.390 -1.663 -1.138
C -1.285 -1.546 -0.112
N 0.628 0.001 2.606
H 1.424 -1.104 -1.937
H 2.317 -0.003 0.142
H -0.640 -2.148 -2.046
H -2.245 -2.014 -0.245
H 1.353 0.615 2.771
H -0.496 -0.164 4.479
H -3.545 -0.989 2.061
H -3.192 -0.952 3.787
H -2.916 -2.381 2.820
C 0.972 2.253 -2.746
C 0.265 2.954 -3.899
C 2.426 1.887 -2.976
H 0.784 2.668 -1.834
H 0.442 1.255 -2.605
H -0.755 3.146 -3.716
H 2.810 2.768 -3.448
H 3.003 1.823 -2.021
H 2.725 1.012 -3.510
H 0.729 3.933 -4.104
H 0.385 2.505 -4.839

46
Properties=species:S:1:pos:R:3 method="wB97M-V/def2-TZVPD" total_charge=0 de_lowest_kcal_mol=29.57 homo_lumo_gap_ev="7.064 / 8.950" mol_weight_g_mol=624.165 spin_multiplicity=3 homo_ha="-0.246 / -0.316" lumo_ev="0.38 / 0.34" e_tot_ha=-3855.75578
H 0.782 -2.134 -1.035
N 0.938 -0.022 -1.340
B 1.514 2.307 -2.207
N 1.492 0.750 -2.333
C 1.985 -0.064 -3.291
Pt 0.021 0.868 0.367
H 2.466 0.363 -4.160
C 1.746 -1.375 -2.909
H 2.012 -2.260 -3.455
C 1.098 -1.322 -1.673
H 2.065 2.860 -3.112
C -1.156 1.286 2.054
H -0.874 0.312 2.479
H -2.204 1.345 1.744
H -1.019 1.971 2.909
N 2.189 2.541 -0.819
N 0.014 2.695 -2.041
N 1.701 1.896 0.298
N -0.731 2.102 -1.051
C 3.277 3.245 -0.453
C -0.791 3.528 -2.731
H 3.809 3.819 -1.194
H -0.395 4.085 -3.565
C 3.483 3.059 0.912
C -2.065 3.475 -2.164
C 2.489 2.201 1.360
C -1.997 2.567 -1.108
H 4.262 3.492 1.513
H -2.933 4.020 -2.473
H 2.262 1.795 2.338
H -2.741 2.230 -0.402
H -0.320 2.101 1.325
Br 1.168 -4.275 0.741
C -0.531 -4.262 1.577
C -0.991 -5.404 2.246
C -2.290 -5.432 2.774
C -3.137 -4.332 2.605
C -2.676 -3.191 1.948
C -1.358 -3.132 1.488
C -0.840 -1.832 0.935
O -1.526 -1.223 0.049
O 0.257 -1.390 1.430
H -0.335 -6.264 2.348
H -2.637 -6.319 3.303
H -4.160 -4.356 2.981
H -3.321 -2.324 1.792

17
Properties=species:S:1:pos:R:3 method="wB97M-V/def2-TZVPD" total_charge=0 de_lowest_kcal_mol=9.43 homo_lumo_gap_ev=10.015 mol_weight_g_mol=126.177 smiles="O=CCCS.O.O" homo_ha=-0.349 lumo_ev=0.52 e_tot_ha=-744.18692
O 1.595 0.748 2.213
C 1.216 1.284 1.207
C 0.084 0.787 0.346
C -0.825 -0.173 1.116
S -1.761 -1.170 -0.078
H 1.738 2.202 0.870
H -0.483 1.625 -0.027
H 0.559 0.210 -0.447
H -1.507 0.368 1.766
H -0.238 -0.777 1.792
H -2.545 -1.794 0.809
O 3.372 -1.183 -1.082
H 3.518 -1.807 -1.802
H 3.398 -1.764 -0.298
O -1.994 1.286 -2.628
H -1.357 0.651 -2.968
H -2.229 0.954 -1.753

90
Properties=species:S:1:pos:R:3 method="wB97M-V/def2-TZVPD" total_charge=0 de_lowest_kcal_mol=18.00 homo_lumo_gap_ev=7.229 mol_weight_g_mol=811.703 homo_ha=-0.284 lumo_ev=-0.50 e_tot_ha=-3702.81094
Ti -0.527 0.442 -1.726
O 0.374 0.904 -3.282
C 0.077 1.499 -4.417
C 1.082 1.696 -5.374
C 0.805 2.328 -6.566
C -0.481 2.792 -6.853
C -1.480 2.596 -5.928
C -1.231 1.944 -4.711
C -2.328 1.753 -3.793
N -2.217 1.121 -2.688
N -3.318 1.057 -1.843
C -3.077 0.161 -0.928
O -1.999 -0.570 -0.954
C -4.052 -0.029 0.164
C -3.956 -1.159 0.970
C -4.859 -1.354 2.003
C -5.856 -0.418 2.238
C -5.946 0.717 1.441
C -5.048 0.914 0.405
H 2.076 1.339 -5.142
H 1.598 2.464 -7.290
H -0.687 3.297 -7.786
H -2.488 2.943 -6.125
H -3.302 2.170 -4.043
H -3.169 -1.875 0.776
H -4.785 -2.236 2.626
H -6.563 -0.571 3.042
H -6.716 1.453 1.633
H -5.099 1.794 -0.219
C 5.280 0.358 2.137
O 4.626 0.356 3.398
C 3.711 1.328 3.627
C 3.051 1.277 4.854
C 2.079 2.208 5.155
C 1.709 3.176 4.226
C 2.417 3.264 3.031
C 3.409 2.347 2.727
N 0.639 4.049 4.624
N -0.321 4.340 3.891
C -0.476 3.755 2.591
C -0.659 4.584 1.520
C -0.659 4.092 0.197
C -0.474 2.756 -0.030
O -0.363 2.201 -1.238
C -0.458 1.869 1.076
N -0.463 0.558 0.749
C -0.524 -0.317 1.718
C -0.559 0.049 3.075
C -0.527 1.372 3.417
C -0.478 2.343 2.395
H 5.963 -0.486 2.152
H 5.849 1.279 1.990
H 4.562 0.236 1.323
H 3.312 0.494 5.552
H 1.557 2.169 6.103
H 2.189 4.038 2.314
H 3.909 2.415 1.772
H -0.733 5.650 1.697
H -0.739 4.769 -0.644
H -0.561 -1.360 1.430
H -0.617 -0.725 3.828
H -0.554 1.674 4.455
C 1.019 -5.966 2.992
C 1.250 -4.798 2.075
C 2.422 -4.048 2.165
C 2.651 -2.977 1.322
C 1.693 -2.634 0.375
C 0.519 -3.362 0.268
C 0.307 -4.439 1.119
S 2.047 -1.264 -0.695
O 2.144 -0.062 0.088
O 3.207 -1.637 -1.460
N 0.716 -1.122 -1.603
C 0.451 -1.873 -2.749
C 1.258 -2.872 -3.299
C 0.840 -3.457 -4.478
C -0.345 -3.045 -5.077
C -1.081 -2.064 -4.444
N -0.712 -1.503 -3.297
H 1.856 -6.663 2.950
H 0.112 -6.505 2.720
H 0.918 -5.637 4.028
H 3.168 -4.309 2.907
H 3.563 -2.399 1.396
H -0.236 -3.082 -0.455
H -0.611 -5.008 1.036
H 2.189 -3.140 -2.827
H 1.443 -4.229 -4.938
H -0.690 -3.479 -6.004
H -2.022 -1.718 -4.858

13
Properties=species:S:1:pos:R:3 method="wB97M-V/def2-TZVPD" total_charge=0 de_lowest_kcal_mol=1.57 homo_lumo_gap_ev=9.986 mol_weight_g_mol=229.899 smiles="CC(=O)[C@H](Br)CBr" homo_ha=-0.370 lumo_ev=-0.09 e_tot_ha=-5379.27365
C -0.289 1.886 -0.753
C -0.200 0.708 0.221
O -0.247 0.995 1.432
C -0.231 -0.774 -0.181
Br -2.138 -1.384 -0.261
C 0.591 -1.658 0.750
Br 2.496 -1.037 0.709
H -1.287 1.869 -1.148
H 0.449 1.776 -1.568
H -0.186 2.826 -0.229
H 0.225 -0.857 -1.182
H 0.253 -1.638 1.753
H 0.564 -2.711 0.458

81
Properties=species:S:1:pos:R:3 method="wB97M-V/def2-TZVPD" total_charge=+2 de_lowest_kcal_mol=0.00 homo_lumo_gap_ev="4.641 / 4.345" mol_weight_g_mol=660.945 spin_multiplicity=4 homo_ha="-0.430 / -0.430" lumo_ev="-7.05 / -7.35" e_tot_ha=-5939.32389
N 0.263 -9.020 -2.379
C 1.481 -8.476 -2.330
C 1.688 -7.107 -2.093
C 0.577 -6.240 -1.917
C -0.698 -6.853 -1.957
C -0.799 -8.234 -2.189
C 0.766 -4.806 -1.679
V 0.633 -0.366 -0.886
P -0.612 3.364 4.067
C -0.198 -3.871 -1.519
C 0.046 -2.666 -0.749
C -0.870 -2.229 0.203
C -0.430 -1.421 1.272
C 0.918 -1.008 1.343
C 1.890 -1.619 0.506
C 1.429 -2.285 -0.652
Br 1.452 0.393 2.579
H 1.825 -4.560 -1.602
H -1.246 -4.127 -1.745
H 2.715 -6.746 -2.016
H -1.595 -6.273 -1.755
H 2.328 -9.157 -2.489
H -1.782 -8.708 -2.226
H -1.892 -2.665 0.128
H 2.056 -2.641 -1.462
H -1.116 -1.101 2.055
H 2.966 -1.490 0.675
P -1.092 1.244 -1.413
C 0.573 2.257 4.887
C 0.557 2.306 6.408
H 1.561 2.527 4.492
H 0.330 1.247 4.519
H 1.429 1.774 6.801
H 0.588 3.332 6.775
H -0.342 1.843 6.822
C -2.049 2.333 3.617
C -3.340 2.948 4.153
H -1.854 1.339 4.043
H -2.059 2.250 2.522
H -4.156 2.225 4.096
H -3.226 3.255 5.194
H -3.628 3.837 3.586
C 0.101 3.996 2.503
C 0.517 5.471 2.647
H -0.691 3.890 1.737
H 0.949 3.338 2.252
H 0.531 5.954 1.663
H -0.182 6.021 3.293
H 1.517 5.555 3.091
C -1.153 2.886 -2.176
C -1.882 3.006 -3.517
H -0.115 3.238 -2.274
H -1.632 3.551 -1.436
H -1.303 2.557 -4.337
H -2.870 2.524 -3.490
H -2.036 4.073 -3.745
C -2.430 1.330 -0.201
C -3.404 0.153 -0.196
H -2.974 2.271 -0.374
H -1.936 1.408 0.780
H -3.731 -0.128 -1.208
H -2.959 -0.733 0.281
H -4.305 0.426 0.373
C -1.468 -0.078 -2.663
C -0.390 -0.276 -3.728
H -2.431 0.205 -3.100
H -1.628 -1.025 -2.115
H -0.318 -1.344 -3.987
H -0.662 0.264 -4.645
H 0.617 0.074 -3.418
Cl 6.176 0.826 -0.345
C 4.720 1.203 -1.127
C 4.726 1.775 -2.396
C 3.496 2.100 -2.935
C 2.320 1.689 -2.293
N 2.328 0.934 -1.167
C 3.516 0.890 -0.488
H 5.667 1.969 -2.927
H 3.388 2.638 -3.878
H 1.338 1.998 -2.682
H 3.502 0.562 0.544

27
Properties=species:S:1:pos:R:3 method="wB97M-V/def2-TZVPD" total_charge=+1 homo_lumo_gap_ev=8.128 mol_weight_g_mol=577.354 homo_ha=-0.512 lumo_ev=-5.81 e_tot_ha=-2175.29380
N 2.843 -1.595 -0.663
C 3.298 -0.275 -0.192
C 2.265 0.882 -0.323
C 1.237 0.905 0.825
F 1.612 1.857 1.726
F 1.216 -0.287 1.483
C -0.195 1.314 0.353
F -0.993 1.493 1.421
F -0.027 2.515 -0.272
C -0.878 0.338 -0.693
F -0.193 -0.843 -0.755
F -0.725 0.906 -1.920
C -2.424 0.085 -0.541
F -2.821 -0.394 -1.724
F -2.984 1.283 -0.345
S -3.024 -1.163 0.782
F -2.451 -2.327 -0.146
F -4.422 -1.223 0.057
F -3.543 -0.007 1.721
F -1.602 -1.109 1.515
F -3.497 -2.233 1.823
H 2.080 -1.921 -0.085
H 3.696 -0.286 0.826
H 4.195 -0.017 -0.786
H 2.803 1.834 -0.299
H 1.682 0.884 -1.260
Pb 2.851 -0.615 -2.528